Molecular formula: C13H48N8O11
Method: DFT, wB97M-V/def2-TZVPD

XYZ file:
```
80
Properties=species:S:1:pos:R:3:forces:R:3
N -3.0638 -3.1857 2.1308 -3.76 -3.10 1.03
C -2.4143 -2.1322 1.7376 -3.69 6.81 -0.76
N -1.1242 -2.2832 1.6902 2.39 -1.11 0.20
O -3.0864 -0.9701 1.4865 3.01 -5.09 1.02
H -4.1148 -3.1882 2.1431 1.92 0.30 -0.05
H -2.6219 -4.0680 2.3948 -0.19 0.68 -0.30
H -0.4285 -1.5864 1.5030 0.01 0.69 0.06
H -0.7744 -3.1698 2.0503 0.32 0.51 -0.41
N 0.5000 4.6853 -2.0307 4.84 6.02 -2.67
C -0.3391 3.7596 -2.1381 -4.67 -6.42 -4.57
N -0.6804 3.2523 -0.9668 -0.85 -0.80 2.11
O -0.7964 3.2083 -3.3144 2.27 3.07 4.83
H 0.7569 5.1026 -2.9329 -0.04 -0.20 0.68
H 1.1671 4.8932 -1.2927 -0.87 -0.52 0.04
H -1.2897 2.4403 -1.0856 -0.64 0.02 0.43
H -0.6541 3.8560 -0.0855 -0.44 -1.18 -1.88
N -3.9260 -0.5443 -1.1044 -4.32 -2.89 3.25
C -2.9880 0.0040 -1.7572 3.81 6.71 0.37
N -2.6951 -0.5407 -2.8801 2.51 -1.64 -4.70
O -2.4354 1.1594 -1.3212 -1.61 -4.58 -1.22
H -3.6615 -0.5153 -0.1375 -0.70 0.12 1.19
H -4.3474 -1.4630 -1.3591 0.94 1.26 0.00
H -1.8191 -0.3134 -3.3986 -0.96 0.64 0.62
H -3.0699 -1.4385 -3.1779 -0.01 0.41 0.70
N 1.1949 -0.2825 1.9184 -2.98 4.30 -4.23
C 2.1512 -1.0573 2.2468 5.84 -6.38 -2.11
N 2.3959 -1.1614 3.5794 -0.11 0.30 0.28
O 2.8745 -1.8563 1.3563 -3.37 3.93 4.12
H 1.2227 0.0851 0.8776 -0.20 -0.76 2.02
H 0.5982 0.3854 2.4766 0.98 -1.55 0.17
H 3.2057 -1.6861 3.9104 -0.54 0.54 -0.29
H 2.0097 -0.3607 4.0825 0.64 -0.83 0.44
C 1.2034 3.6776 1.5930 2.93 0.52 -2.30
C 0.4351 4.8389 2.0089 -1.66 -0.46 1.81
O -0.7497 4.9426 1.2577 -0.96 1.70 -1.00
H 1.6832 3.7761 0.5505 -1.18 -0.22 1.07
H 0.5834 2.8220 1.6585 -0.07 -1.15 -0.02
H 2.1378 3.6534 2.1548 -0.34 -0.56 0.62
H 1.0084 5.7237 2.1310 0.41 1.10 -0.34
H -0.0077 4.5720 2.9591 0.73 0.14 1.14
H -1.2951 5.6838 1.6045 0.52 -0.86 -0.49
C 1.1440 -1.2814 -1.2025 2.18 0.35 -1.75
C 0.8485 0.1792 -1.6128 -1.48 -2.16 -1.65
O 0.9646 0.9773 -0.4981 0.94 2.37 0.88
H 0.7946 -2.0527 -1.9096 0.03 0.67 0.00
H 0.7631 -1.5746 -0.2574 -0.46 0.05 0.80
H 2.2619 -1.3646 -1.1369 -0.90 -0.20 0.16
H -0.2107 0.2396 -1.8502 -0.10 -0.09 -0.71
H 1.4216 0.5021 -2.5312 -0.27 -0.22 1.13
H 0.5936 1.8733 -0.7434 0.27 -0.90 0.65
C -1.6100 1.3873 2.1137 -3.24 3.44 0.48
O -0.9453 0.8486 3.2085 2.54 0.15 -0.32
H -2.7224 1.1848 2.3430 1.69 0.38 -1.47
H -1.2916 1.2129 1.0920 0.10 -1.27 0.04
H -1.4948 2.5160 2.1829 -0.26 -0.93 0.04
H -1.5914 0.4068 3.6980 -1.14 -1.25 1.24
C -1.2684 -4.4113 -0.7707 -1.48 0.55 -0.81
O -1.4448 -3.0166 -1.1425 0.14 -0.74 1.63
H -2.2132 -4.9319 -0.9141 -0.21 -0.15 -0.72
H -1.1158 -4.6253 0.2543 0.75 0.53 1.31
H -0.4802 -4.9034 -1.3100 0.34 0.12 -0.46
H -1.4744 -2.5208 -0.2813 0.23 -0.59 -1.48
C -0.7098 -0.0727 -5.6238 -1.96 -0.13 -0.54
O -0.6411 0.5670 -4.4008 0.50 0.65 0.70
H -0.6876 -1.1142 -5.3897 -0.09 -1.01 -0.04
H 0.1445 0.0910 -6.2573 0.18 0.55 -0.59
H -1.7315 0.1450 -6.0866 1.49 -0.28 -0.08
H -0.9074 1.4930 -4.4765 0.18 0.28 0.47
C 2.1963 -5.5160 -0.0040 -0.29 -0.74 0.97
O 1.5538 -4.3660 0.4984 -0.20 -0.64 0.72
H 2.1083 -5.4515 -1.0479 0.06 -0.47 -1.78
H 1.6330 -6.4133 0.3502 0.59 0.63 -0.19
H 3.2772 -5.6070 0.2315 -0.60 0.11 0.28
H 2.1169 -3.6430 0.2578 0.39 1.27 0.26
C 4.2688 1.4417 1.5565 -0.83 0.10 -2.47
O 3.5954 1.6661 2.7166 -0.39 1.37 2.64
H 5.0792 2.1332 1.4117 0.22 0.69 0.31
H 3.5913 1.5386 0.6741 0.48 -0.15 0.33
H 4.7044 0.4865 1.5450 0.54 -1.61 -0.21
H 2.7341 1.2575 2.7934 0.11 -0.20 -0.68
```
Positions in Å, forces in eV/Å.

Calculated values
Energy above the lowest of the compared OMol25 structures with the same formula, charge and spin in kcal/mol: 114.38
HOMO-LUMO gap in eV: 8.879
SMILES: NC(N)=O.NC(N)=O.NC(N)=O.NC(N)=O.CCO.CCO.CO.CO.CO.CO.CO

Molecular formula: C5H11N
Method: DFT, wB97M-V/def2-TZVPD

XYZ file:
```
17
Properties=species:S:1:pos:R:3:forces:R:3
C 1.6125 -1.7516 0.1345 -0.67 -1.48 -0.65
C 1.5644 -0.2324 0.4172 -1.98 -0.13 -0.49
C 0.0778 0.1062 0.7084 0.53 1.35 -1.29
C -0.7082 0.8814 -0.1241 1.51 -2.93 -0.12
C -2.0435 1.2602 0.3182 -1.33 -2.66 2.53
N -0.4538 1.0510 -1.5711 -0.26 0.53 2.22
H 0.8368 -2.3065 0.7213 0.54 0.64 -0.10
H 2.5543 -2.2481 0.4139 -0.08 0.29 -0.43
H 1.3044 -2.0761 -0.9482 0.87 1.01 1.73
H 2.0545 0.1008 1.3655 0.35 -0.48 -1.12
H 1.8735 0.3316 -0.4993 0.25 -0.25 1.12
H -0.2268 -0.3237 1.6965 -0.25 1.09 -0.90
H -2.6802 0.2841 0.5647 1.35 1.98 -0.12
H -2.5893 1.6839 -0.4258 -1.55 1.59 -2.27
H -2.0456 1.9366 1.1735 -0.05 -0.22 0.04
H -1.3171 0.9676 -2.1099 0.37 0.04 0.39
H 0.1863 0.3351 -1.8353 0.40 -0.37 -0.54
```
Positions in Å, forces in eV/Å.

Calculated values
Energy above the lowest of the compared OMol25 structures with the same formula, charge and spin in kcal/mol: 36.76
HOMO-LUMO gap in eV: 8.795
SMILES: CC/C=C(/C)N

Molecular formula: C5H8N2
Method: DFT, wB97M-V/def2-TZVPD

XYZ file:
```
15
Properties=species:S:1:pos:R:3:forces:R:3
C 0.7802 1.9088 0.6557 0.00 0.00 0.02
C 0.5438 0.5573 0.0288 0.13 0.11 -0.09
C 0.5789 -0.6899 0.8334 0.20 -0.15 0.12
N -0.6883 -0.1238 0.3907 -0.10 -0.01 -0.01
C -1.4363 -0.8063 -0.6527 -0.13 -0.02 -0.07
C -0.6805 -1.8154 -1.4290 0.56 -0.68 -0.47
N -0.0612 -2.6246 -1.9775 -0.61 0.83 0.49
H 0.2206 2.6936 0.1357 0.08 -0.12 0.05
H 1.8450 2.1649 0.6218 -0.16 -0.03 0.00
H 0.4590 1.8974 1.7025 0.04 0.00 -0.18
H 0.8641 0.4525 -1.0114 -0.04 -0.03 0.18
H 0.9422 -1.5923 0.3424 -0.09 0.15 0.10
H 0.7590 -0.6407 1.9048 -0.04 0.03 -0.16
H -2.2897 -1.3197 -0.1962 0.13 0.05 -0.07
H -1.8369 -0.0619 -1.3490 0.04 -0.11 0.09
```
Positions in Å, forces in eV/Å.

Calculated values
Energy above the lowest of the compared OMol25 structures with the same formula, charge and spin in kcal/mol: 37.59
HOMO-LUMO gap in eV: 10.805
SMILES: C[C@H]1CN1CC#N

Molecular formula: CH6N2P
Method: DFT, wB97M-V/def2-TZVPD

XYZ file:
```
10
Properties=species:S:1:pos:R:3:forces:R:3
C -0.3802 0.9165 0.0737 3.16 -0.66 -2.32
N 0.5266 1.6834 -0.5526 1.66 -0.82 -0.16
N -0.2086 -0.3599 0.2334 1.75 0.44 -0.41
P -1.0443 -1.5698 0.8614 0.63 -2.77 1.28
H -1.3184 1.2097 0.3576 -2.14 1.89 0.59
H 0.4708 2.5756 -1.0128 -1.47 0.54 0.68
H 1.5046 1.3806 -0.8148 -1.77 -0.69 0.86
H 1.6969 -0.9727 -0.6400 -0.38 0.22 0.16
H -0.0287 -2.3706 1.7304 -1.52 1.31 -1.23
H -1.2186 -2.4929 -0.2363 0.08 0.54 0.55
```
Positions in Å, forces in eV/Å.

Calculated values
Net charge: +1
Energy above the lowest of the compared OMol25 structures with the same formula, charge and spin in kcal/mol: 107.80
HOMO-LUMO gap (spin up / spin down) in eV: 7.401 / 9.739

Molecular formula: C30H40NOP3Pd
Method: DFT, wB97M-V/def2-TZVPD

XYZ file:
```
76
Properties=species:S:1:pos:R:3:forces:R:3
Pd 0.0519 0.2802 0.8189 0.26 -0.43 -0.20
C 3.4863 0.5093 -0.5156 -0.21 -0.21 0.00
P 2.4641 -0.3730 0.7112 0.25 0.67 0.76
C 3.1205 -2.0713 0.7651 -0.25 0.12 -0.11
C 3.0029 0.4410 2.2937 0.00 -0.25 -0.34
C 2.1781 0.0863 3.5252 -0.21 -0.01 -0.12
P 0.3341 0.1091 3.2794 0.78 0.53 0.27
C -0.2188 -1.2614 4.3371 -0.22 -0.07 -0.30
C -0.3398 1.5905 4.1065 0.01 -0.14 -0.14
H 4.5197 0.5227 -0.1625 0.01 -0.03 0.03
H 3.1420 1.5363 -0.6422 0.00 -0.03 0.00
H 3.4666 -0.0029 -1.4761 -0.04 0.02 -0.06
H 4.1904 -2.0172 0.9820 -0.01 0.06 0.01
H 2.9923 -2.5509 -0.2051 -0.05 -0.03 0.00
H 2.6356 -2.6790 1.5278 -0.04 0.03 0.01
H 2.9935 1.5195 2.1093 0.00 -0.06 -0.05
H 4.0475 0.1495 2.4515 -0.04 0.11 0.02
H 2.4213 0.7778 4.3399 -0.06 -0.17 -0.01
H 2.4334 -0.9211 3.8693 -0.08 0.08 0.02
H 0.2299 -1.1231 5.3245 0.04 0.09 -0.03
H 0.1075 -2.2218 3.9427 0.03 -0.04 -0.02
H -1.3024 -1.2670 4.4491 0.00 0.01 -0.03
H 0.2032 1.7701 5.0350 0.01 -0.04 0.06
H -1.3873 1.4098 4.3526 0.00 0.01 -0.03
H -0.2808 2.4792 3.4820 0.04 0.03 -0.04
C -2.4346 -3.5555 -0.4519 0.14 -0.28 -0.14
C -1.9206 -2.2313 0.0748 0.44 0.08 0.20
C -2.2512 -2.0346 1.5539 0.06 0.21 -0.21
C -2.5096 -1.0504 -0.7867 -0.51 0.30 0.27
C -4.0326 -0.8449 -0.7077 0.07 -1.17 -0.62
O -4.1682 0.4939 -0.2653 0.47 0.70 0.27
C -2.9811 1.0224 -0.1139 -1.70 1.75 0.18
N -1.9720 0.2234 -0.3852 0.88 -1.43 -0.19
C -2.9102 2.4267 0.2586 -0.01 -0.50 0.04
C -4.0947 3.0468 0.6822 -0.09 0.26 -0.03
C -4.1138 4.3987 0.9856 -0.05 -0.06 -0.01
C -2.9546 5.1537 0.8568 -0.22 -0.02 0.06
C -1.7658 4.5509 0.4582 0.13 -0.69 -0.14
C -1.7242 3.1915 0.1570 0.56 0.53 0.30
P -0.1644 2.4208 -0.3837 -0.53 -0.64 -0.89
C 1.1043 3.7165 -0.2166 -0.40 -0.38 0.80
C 1.6345 3.9666 1.0554 0.56 0.56 0.65
C 2.5080 5.0263 1.2285 -0.99 -1.57 1.61
C 2.9218 5.7824 0.1340 0.61 1.00 -0.75
C 2.4087 5.5262 -1.1339 -0.64 -0.66 -1.14
C 1.5269 4.4769 -1.3128 0.98 1.30 -1.13
C -0.3878 2.1963 -2.1976 -0.01 0.04 0.97
C -1.1073 3.1302 -2.9512 0.17 0.05 -0.01
C -1.0677 3.0607 -4.3370 -0.35 -0.06 0.33
C -0.3571 2.0428 -4.9532 0.07 -0.20 -0.37
C 0.3522 1.1131 -4.2049 -0.03 -0.17 0.11
C 0.3031 1.1585 -2.8175 0.43 0.15 -0.18
H -2.0135 -4.3808 0.1291 -0.02 0.12 0.05
H -2.1480 -3.7336 -1.4868 -0.02 0.05 -0.09
H -3.5177 -3.6381 -0.3732 -0.08 0.03 0.02
H -0.8189 -2.1710 -0.0669 -0.42 -0.05 -0.03
H -3.3050 -2.2161 1.7535 -0.09 0.00 0.08
H -2.0027 -1.0134 1.8905 -0.08 -0.25 0.07
H -1.6825 -2.7536 2.1393 -0.01 -0.02 0.08
H -2.1779 -1.2630 -1.8119 0.13 0.00 -0.11
H -4.5758 -1.4916 -0.0096 0.22 0.06 -0.06
H -4.5204 -0.9393 -1.6865 0.00 0.13 0.18
H -4.9997 2.4636 0.7629 -0.09 0.00 0.02
H -5.0314 4.8681 1.3111 -0.05 -0.01 0.00
H -2.9649 6.2157 1.0608 -0.07 0.04 0.04
H -0.8758 5.1569 0.3727 0.02 0.07 -0.02
H 1.3101 3.3624 1.8978 0.08 0.15 -0.02
H 2.8615 5.2820 2.2181 0.06 0.00 0.06
H 3.6610 6.5622 0.2607 0.10 0.07 0.06
H 2.7350 6.1120 -1.9823 -0.02 0.06 -0.01
H 1.1685 4.2455 -2.3070 -0.04 0.01 -0.02
H -1.6938 3.9052 -2.4776 0.03 0.12 0.08
H -1.6233 3.7766 -4.9249 -0.03 0.02 -0.06
H -0.3920 1.9464 -6.0334 0.19 0.12 0.07
H 0.9532 0.3652 -4.7023 -0.13 -0.15 -0.03
H 0.8365 0.4224 -2.2215 0.05 0.05 -0.06
```
Positions in Å, forces in eV/Å.

Calculated values
Net charge: +4
2S+1: 5
<S²>: 6.04
HOMO-LUMO gap (spin up / spin down) in eV: 7.506 / 4.105

Molecular formula: C40H32Br3N12O3S2Y
Method: DFT, wB97M-V/def2-TZVPD

XYZ file:
```
93
Properties=species:S:1:pos:R:3:forces:R:3
Y 0.1196 -0.0408 0.6656 -0.12 0.45 0.13
N 2.8881 -3.1257 -1.4069 -0.01 0.03 0.00
C 2.7284 -1.8670 -0.9951 -0.03 -0.13 -0.03
N 1.5802 -1.7725 -0.3554 0.09 0.09 0.06
C 1.0829 -3.0461 -0.3900 0.01 0.12 -0.10
N 1.8481 -3.8916 -1.0323 -0.01 -0.02 0.03
C -0.1322 -3.4022 0.3457 0.02 -0.02 0.00
C -0.5549 -4.7207 0.4657 -0.02 -0.02 0.05
N -1.5537 -5.0576 1.2670 0.02 -0.02 -0.01
C -2.1151 -4.0820 1.9738 0.03 -0.02 -0.06
C -1.7248 -2.7601 1.8323 -0.08 0.04 0.04
N -0.7472 -2.4103 0.9960 0.06 -0.05 -0.03
H 3.6730 -3.5418 -1.8842 0.00 0.01 0.00
H 3.4403 -1.0769 -1.1657 0.01 0.00 -0.01
H -0.0532 -5.5073 -0.0832 0.00 -0.01 0.00
H -2.9043 -4.3566 2.6618 0.00 0.01 0.01
H -2.1996 -1.9681 2.3972 0.00 -0.01 0.00
Br 2.5847 7.1547 2.2136 -0.04 -0.05 0.00
C 1.4338 5.6701 2.0466 0.03 0.07 -0.01
C 1.8090 4.4487 2.5882 0.04 -0.03 0.04
C 0.9953 3.3429 2.4159 -0.05 -0.05 0.01
C -0.2020 3.4585 1.7168 0.01 0.07 0.01
C -0.5889 4.6978 1.2165 -0.05 -0.02 -0.04
C 0.2285 5.8057 1.3757 0.00 0.01 0.00
N -0.9714 2.2923 1.4326 0.19 0.00 0.05
C -2.2298 2.3530 1.5667 -0.07 0.03 0.03
C -3.0877 1.2426 1.1291 -0.01 0.00 -0.02
C -4.4626 1.3459 1.2617 0.00 0.05 0.04
C -5.2673 0.3363 0.7576 -0.02 -0.05 -0.02
C -4.6610 -0.7315 0.1204 -0.03 0.03 0.02
C -3.2769 -0.7607 0.0388 0.01 -0.01 0.03
N -2.4889 0.1892 0.5443 0.07 0.05 -0.04
H 2.7367 4.3655 3.1385 -0.01 -0.01 0.00
H 1.2729 2.3882 2.8428 0.03 0.00 0.00
H -1.5081 4.7905 0.6494 0.01 0.00 0.01
H -0.0609 6.7643 0.9671 -0.01 0.00 0.00
H -2.7206 3.2320 1.9871 -0.02 -0.01 -0.03
H -4.8909 2.2120 1.7485 0.00 0.00 0.00
H -6.3435 0.3899 0.8509 0.00 0.00 0.00
H -5.2418 -1.5370 -0.3063 0.00 0.00 0.00
H -2.7780 -1.5853 -0.4511 0.01 0.01 0.00
Br -0.0538 6.2109 -2.8898 0.00 -0.07 0.03
C 0.0845 4.4868 -2.1687 0.03 0.07 -0.03
C -0.9818 3.6041 -2.2435 -0.04 -0.01 -0.01
C -0.8347 2.3702 -1.6435 -0.02 -0.03 -0.02
N 0.2740 1.9753 -1.0122 -0.05 -0.08 -0.02
C 1.3018 2.8288 -0.9616 0.03 -0.01 0.03
C 1.2428 4.0973 -1.5240 0.03 0.05 -0.04
C 2.5114 2.3542 -0.2403 -0.04 -0.10 -0.03
C 3.7129 3.0334 -0.3317 0.02 0.08 -0.05
C 4.8142 2.5586 0.3630 0.08 0.03 0.01
Br 6.4453 3.4739 0.2729 -0.08 -0.04 0.01
C 4.6888 1.4015 1.1091 0.01 0.00 0.00
C 3.4562 0.7754 1.1305 -0.04 -0.02 0.12
N 2.3733 1.2293 0.4854 -0.04 -0.13 0.00
H -1.9031 3.8771 -2.7381 0.00 -0.01 0.01
H -1.6564 1.6638 -1.6518 0.01 -0.02 -0.01
H 2.0606 4.7956 -1.4354 0.01 -0.02 0.00
H 3.8147 3.9202 -0.9378 -0.02 0.00 0.00
H 5.5183 0.9832 1.6606 0.00 0.00 -0.01
H 3.3490 -0.1398 1.6943 -0.02 0.08 -0.05
O 1.8184 -3.6698 2.3845 0.02 0.03 0.05
S 2.4377 -2.4403 2.7909 0.13 0.06 0.14
O 3.7274 -2.1300 2.2359 -0.01 0.02 -0.01
N 1.3806 -1.1771 2.5023 0.07 -0.21 -0.10
C 0.8098 -0.7803 3.6251 -0.07 0.09 0.09
S -0.5288 0.2323 3.5444 0.03 -0.03 -0.11
C 1.4287 -1.3122 4.8552 0.00 -0.15 -0.01
C 1.1529 -0.9952 6.1730 -0.01 0.01 0.00
C 1.8842 -1.6404 7.1628 0.02 -0.02 0.01
C 2.8548 -2.5849 6.8396 -0.03 0.03 0.01
C 3.1257 -2.9141 5.5145 0.04 -0.06 -0.03
C 2.3990 -2.2549 4.5493 -0.09 0.03 -0.13
H 0.3932 -0.2638 6.4153 0.00 0.00 0.00
H 1.6973 -1.4091 8.2025 0.00 0.00 0.00
H 3.4055 -3.0730 7.6320 0.00 0.00 -0.01
H 3.8716 -3.6538 5.2572 0.00 0.00 0.02
N -0.6556 -0.7156 -1.6046 -0.07 -0.07 0.05
C -0.9023 -1.0182 -2.6966 -0.01 -0.02 -0.15
N -1.1876 -1.3554 -3.9193 0.00 0.00 0.11
C -0.5949 -2.5459 -4.5574 0.01 -0.01 -0.01
C 0.1335 -2.1048 -5.8152 0.00 0.01 0.01
O -0.7325 -1.3696 -6.6535 0.01 0.00 -0.02
C -1.1734 -0.1764 -6.0428 0.00 0.00 0.01
C -1.9907 -0.4882 -4.8005 0.01 0.01 -0.02
H -1.4019 -3.2340 -4.8141 -0.02 0.00 0.02
H 0.0777 -3.0329 -3.8521 -0.01 0.00 0.01
H 0.4653 -2.9722 -6.3817 0.01 -0.01 0.00
H 1.0084 -1.4975 -5.5470 0.01 0.01 -0.01
H -1.7849 0.3491 -6.7733 0.00 0.01 -0.01
H -0.3156 0.4550 -5.7754 0.01 0.00 -0.01
H -2.9003 -1.0246 -5.0757 -0.01 -0.01 0.02
H -2.2585 0.4204 -4.2630 0.00 -0.01 0.01
```
Positions in Å, forces in eV/Å.

Calculated values
Net charge: +2
Energy above the lowest of the compared OMol25 structures with the same formula, charge and spin in kcal/mol: 0.00
HOMO-LUMO gap in eV: 7.548